Entry 1:
51
Properties=species:S:1:pos:R:3:mulliken_charge:R:1 method="wB97M-V/def2-TZVPD" multiplicity=1 total_energy_ha=-1601.4091 charge=0 orbital_gap_ev=8.869
H 0.47433 -2.84395 -0.85319 0.507
H -1.36067 -3.34257 -2.78321 0.255
C 2.25960 1.18177 -3.15207 -0.225
N 1.55788 -1.72432 0.60059 0.250
H 3.60548 -1.54446 0.86328 0.305
H -2.73706 -0.08859 -1.27274 0.463
H 2.63870 1.96951 -2.48982 0.113
H 0.88980 0.97645 -4.79764 0.206
H 1.80647 -0.49769 2.34046 0.581
C -2.14494 -2.62633 -2.55210 -0.798
H -2.45256 1.96452 1.80361 0.416
S -1.38628 -0.40658 2.84172 1.240
C -0.31438 1.58365 0.36861 -0.269
O -1.78155 -1.39421 3.79900 -0.696
C 1.30739 1.77150 -4.18528 -1.154
C 0.44880 -2.24158 0.03162 -0.572
H -2.82507 -0.70012 -3.29702 0.352
N -2.72841 -0.05297 1.91903 -0.337
H 4.32392 1.79382 1.07824 0.294
H 1.84085 2.47340 -4.82074 0.472
C -2.65501 1.15064 1.10642 -1.599
C 1.13983 -1.01516 1.68406 -0.437
O -0.82586 0.82167 3.32910 -0.607
H 3.10457 0.69467 -3.64558 0.399
C 0.76902 1.31254 -0.45718 0.428
C 3.79561 2.74180 1.02042 -1.488
O -0.76498 -0.67274 -3.07967 -0.451
H -2.97609 -0.88348 1.40075 0.358
O 1.66033 0.14672 -2.38521 -0.482
H -2.09465 -2.39672 -1.49012 0.156
C -1.75378 0.30369 -1.07122 -0.521
C -1.95750 -1.36488 -3.39075 -0.527
H -0.19218 2.14581 1.27840 0.282
C -0.22123 -1.14236 1.71732 -0.124
H -3.63334 1.30170 0.64340 0.510
H -3.10721 -3.07770 -2.77823 0.385
C -0.68959 0.04242 -1.92662 0.633
N -0.63951 -1.91396 0.67939 -0.305
C 0.58654 0.52755 -1.60383 1.210
H 3.09719 -2.78704 -0.30192 0.349
H 1.76004 3.45781 0.87500 0.375
H 1.94677 1.97717 1.84722 0.270
O 2.04509 1.71951 -0.20578 -0.196
H 0.48962 2.29273 -3.69159 0.274
H 4.03094 3.33526 1.89892 0.447
C 2.89354 -1.78569 0.07624 -0.760
H -1.84615 -1.62989 -4.44624 0.405
H 2.99838 -1.06906 -0.74243 0.205
C 2.29542 2.50186 0.94867 -0.235
H 4.13335 3.27029 0.13285 0.325
C -1.55959 1.05134 0.07944 -0.682

---

Entry 2:
14
Properties=species:S:1:pos:R:3:mulliken_charge:R:1 method="wB97M-V/def2-TZVPD" multiplicity=1 total_energy_ha=-270.3574 charge=0 orbital_gap_ev="7.655 / 8.443"
C 1.53418 -0.55730 0.59378 -0.683
H 0.09352 1.84100 0.54049 0.279
C 0.26899 -1.21043 0.18140 -0.563
H 1.16510 -0.05312 -1.53426 0.321
H -2.04537 0.58401 0.98196 0.401
H -1.20658 -1.15436 -0.97363 0.463
O -1.94617 -0.50542 -0.72237 -0.442
H 2.47430 -1.01379 0.28008 0.241
C -1.38737 0.32448 0.15140 -0.325
H -0.46922 1.78697 -1.14640 0.304
C 0.74865 0.05665 -0.53291 -0.173
C -0.22881 1.17421 -0.26713 -0.354
H -0.58618 -1.20279 0.88119 0.286
H 1.58495 -0.07012 1.56639 0.246

---

Entry 3:
78
Properties=species:S:1:pos:R:3:mulliken_charge:R:1 method="wB97M-V/def2-TZVPD" multiplicity=1 total_energy_ha=-2196.8237 charge=0 orbital_gap_ev=7.922
C -0.13847 2.64504 1.14484 0.525
O 4.74243 1.68842 0.40776 -0.387
H -4.62326 -4.69730 -2.09272 0.280
H -4.06412 -5.23736 -0.49217 0.306
Si 5.57197 1.32412 -1.09661 0.820
O 1.86144 -4.14026 -4.01262 -0.519
H 2.30757 -1.26298 -1.78879 0.104
H -4.79379 3.74816 2.76904 0.162
H 4.72120 -0.53074 0.68301 0.245
C -4.94754 -5.00269 -1.09253 -0.843
H -2.89956 -1.29290 0.35468 0.283
H 7.82046 0.20554 -1.69578 0.290
C -1.63559 2.59922 6.34055 -1.038
C -1.79811 -1.27535 -0.05615 -0.426
O -7.02069 -5.86698 -1.94983 -0.523
C 1.85852 -6.49523 -4.49630 -1.147
H -5.45953 -4.14324 -0.64760 0.267
C 5.40336 2.86963 -2.29703 -1.053
H -1.57318 2.07721 7.29949 0.344
H 7.62824 0.60091 0.20711 0.227
N 1.91135 0.91887 0.29554 0.551
C -5.87890 -6.19454 -1.17180 -0.321
C -1.42158 -2.36854 -1.23497 0.221
H -1.73713 3.67309 6.52830 0.270
H -6.70949 -5.62079 -2.83784 0.299
H 4.81819 -1.18686 -1.46002 0.299
H 3.80416 0.16051 -2.48840 0.206
H 0.23922 -5.34156 -3.64333 0.264
H -6.21798 -6.48259 -0.17238 0.283
C -0.67595 -0.19006 0.45235 0.305
C 1.51723 5.16280 0.06746 -0.474
H -3.74500 2.25195 6.05664 0.307
C -5.06183 3.49510 1.73873 0.165
H 2.08468 6.12248 -0.33585 0.254
S -1.07781 1.11206 1.79203 -0.097
C 4.86345 -0.17599 -2.07931 -0.872
C -6.49121 3.00108 1.65492 -1.217
C 1.33567 2.30798 0.45853 -0.390
H -4.36974 2.72716 1.38086 0.184
H 4.45025 2.65492 -2.97739 0.276
C 7.48770 1.00831 -0.88514 -0.999
C 1.23764 -1.24206 -1.30979 -0.376
H 2.49506 -0.65990 1.80054 0.371
H -0.43772 6.51604 0.78227 0.298
H -1.88063 4.23603 1.77044 0.126
O -4.89953 4.65007 0.92880 -0.553
F -2.41416 -3.34000 -1.75152 -0.214
C 0.02149 5.44136 0.72112 -0.498
H 2.59810 1.12683 2.45206 0.337
H 5.23059 3.87542 -1.72227 0.285
C 0.11224 -2.33431 -1.82381 -0.486
O -2.87033 2.78318 4.28594 -0.354
H -7.18886 3.77491 1.99147 0.349
H 8.03750 2.02035 -1.09456 0.262
H 0.45760 -3.09772 -2.65298 0.336
H -2.03356 2.62520 3.81596 0.128
H 3.24891 3.59628 -0.56106 -0.004
C 4.36011 0.47860 1.15080 -0.368
C -0.79758 4.13913 1.28826 -0.090
H 4.89984 0.55461 2.21289 0.255
H -2.70335 1.01847 5.31988 0.225
H 5.56577 -0.34272 -3.02677 0.297
H -6.63193 2.10815 2.27041 0.330
H -5.51235 5.32885 1.26005 0.308
H -0.69379 2.45812 5.80028 0.296
H -5.37825 -7.05426 -1.62750 0.266
C 1.33155 -5.39206 -3.60214 -0.168
C -2.80407 2.08902 5.52288 -0.210
C 2.18277 3.64710 -0.07610 -0.087
C 0.88367 -0.10176 -0.13853 -0.289
H 1.58368 -3.99194 -4.93288 0.276
H 1.63004 -5.56525 -2.56402 0.313
H 1.46288 -7.46773 -4.19025 0.345
H 1.58071 -6.31403 -5.53975 0.341
H -6.75573 2.76241 0.61963 0.295
H 2.95220 -6.53082 -4.45960 0.285
H 6.32017 2.88514 -3.03871 0.300
C 2.72262 0.47067 1.49133 -0.360